208
Properties=species:S:1:pos:R:3:lowdin_charge:R:1 method="wB97M-V/def2-TZVPD" orbital_gap_ev=9.308 e_above_lowest_ev=0.000 total_energy_ha=-5699.71441 homo_energy_ha=-0.3373 lumo_energy_ev=0.13 multiplicity=1
C -3.74916 -1.03596 -0.29148 0.019
C -3.30342 -1.89722 -1.46371 -0.538
O -3.43284 -1.44774 -2.60778 0.017
N -2.77255 -3.03360 -1.00113 0.026
C -2.27318 -4.09783 -1.87511 -0.033
H -3.50187 -1.52753 0.64943 0.058
H -4.82805 -0.89147 -0.34828 0.085
H -3.36560 -0.01583 -0.30936 0.063
H -2.44849 -3.07010 -0.04523 0.071
H -3.02977 -4.87502 -1.98302 0.092
H -1.48716 -4.65504 -1.36541 0.058
H -1.69299 -3.74176 -2.72640 0.085
C -0.97580 0.42758 2.49715 0.023
C -0.42220 0.25658 1.10859 -0.511
O -0.31007 1.23074 0.28363 -0.019
N -0.13394 -1.01702 0.84681 0.038
C 0.31843 -1.43116 -0.48806 -0.030
H -1.51454 1.37511 2.50424 0.070
H -0.17137 0.37459 3.23075 0.071
H -1.67867 -0.38804 2.66698 0.079
H -0.33591 -1.69184 1.57063 0.084
H 0.81419 -2.39932 -0.55893 0.067
H 0.95203 -0.64937 -0.90694 0.083
H -0.56322 -1.43059 -1.12899 0.077
C 2.75227 -0.80978 2.64053 0.016
C 3.50308 -2.13667 2.86606 -0.530
O 2.91702 -3.21633 2.87829 0.019
N 4.80497 -1.98519 3.18709 0.018
C 5.71282 -3.04205 3.61139 -0.059
H 2.28922 -0.82502 1.65390 0.064
H 3.36439 0.09068 2.69133 0.065
H 1.96222 -0.77908 3.39086 0.068
H 5.13371 -1.04128 3.04194 0.129
H 5.34076 -3.53063 4.51192 0.082
H 6.75198 -2.74463 3.75213 0.087
H 5.66274 -3.86723 2.90100 0.083
C -3.85543 -3.93008 3.04206 0.039
C -2.38914 -3.55565 2.87737 -0.591
O -1.95418 -3.29729 1.79934 0.023
N -1.63051 -3.58968 3.94057 0.050
C -0.24236 -3.11686 4.13177 -0.030
H -4.10582 -4.85866 2.52910 0.089
H -4.44529 -3.08017 2.69882 0.078
H -4.10491 -4.14727 4.08066 0.078
H -1.93936 -4.09577 4.75825 0.143
H 0.41597 -3.97394 4.27373 0.086
H -0.05222 -2.46381 4.98351 0.070
H 0.22140 -2.72001 3.22871 0.057
C 0.62731 3.79742 -2.17778 -0.009
C 0.54634 4.92488 -1.22199 -0.562
O 0.56715 6.06661 -1.70061 0.021
N 0.20361 4.52398 0.03894 0.034
C -0.25324 5.59162 0.93715 -0.065
H 0.66798 4.30002 -3.14415 0.089
H -0.21870 3.12499 -2.03566 0.071
H 1.59336 3.29865 -2.09978 0.058
H 0.16328 3.56378 0.34959 0.102
H -0.35210 5.22824 1.96003 0.066
H -1.22632 5.90122 0.55587 0.078
H 0.40136 6.45881 0.85023 0.083
C -3.40170 3.13399 0.02957 0.015
C -4.51218 2.80287 -0.97132 -0.547
O -5.66040 3.16311 -0.80407 0.024
N -4.23008 2.16225 -2.11308 0.033
C -2.95402 1.83274 -2.66302 -0.114
H -3.80612 3.89137 0.70108 0.071
H -2.42131 3.44055 -0.33503 0.065
H -3.21847 2.21371 0.58421 0.067
H -5.00744 1.86497 -2.68531 0.141
H -2.20246 1.71731 -1.88204 0.066
H -2.55716 2.54974 -3.38171 0.069
H -2.99193 0.92316 -3.26247 0.050
C -4.10224 3.44552 -5.92126 0.011
C -3.52522 2.08544 -6.49554 -0.526
O -3.01718 1.97812 -7.59462 0.029
N -3.68641 0.98437 -5.73400 0.010
C -3.24867 -0.39259 -6.07949 -0.040
H -3.82085 4.35341 -6.45479 0.076
H -3.75827 3.64392 -4.90616 0.046
H -5.18587 3.43941 -5.80368 0.073
H -4.29322 1.11317 -4.93694 0.108
H -4.16331 -0.95866 -6.25588 0.083
H -2.68887 -0.99473 -5.36385 0.054
H -2.69470 -0.36268 -7.01773 0.082
C 4.66851 4.88233 -1.28623 -0.159
C 5.16073 3.73404 -2.17018 -0.229
O 5.50756 2.73739 -1.31430 -0.188
S 4.53274 2.65573 0.00457 0.735
O 5.28739 2.16130 1.16227 -0.250
O 3.17511 2.17833 -0.29142 -0.260
O 4.49461 4.30907 -0.01268 -0.214
H 3.73043 5.33310 -1.61011 0.126
H 5.37491 5.69048 -1.09655 0.132
H 6.03310 4.05736 -2.73807 0.142
H 4.38618 3.44999 -2.88257 0.119
C -0.50235 -6.03746 1.54362 -0.231
C 0.42867 -5.19723 0.73013 -0.254
O 0.78689 -5.98664 -0.31087 -0.194
S 0.96954 -7.51348 0.16992 0.787
O 2.40976 -7.78859 0.54221 -0.271
O 0.34399 -8.37497 -0.84532 -0.247
O 0.02306 -7.29449 1.54305 -0.159
H -1.47727 -6.02660 1.05628 0.138
H -0.52548 -5.66523 2.56784 0.129
H 1.32287 -4.79070 1.20261 0.130
H -0.09836 -4.31510 0.36655 0.100
C -3.37594 6.36402 4.55097 -0.142
C -4.78852 5.78219 4.13330 -0.143
O -4.71133 4.38818 4.45312 -0.227
S -3.12221 3.86983 4.44092 0.743
O -2.52946 3.87663 3.08759 -0.267
O -2.85714 2.66389 5.23379 -0.246
O -2.73879 5.26888 5.22936 -0.217
H -3.39657 7.24759 5.18892 0.133
H -2.84605 6.56854 3.62065 0.116
H -4.94752 5.83397 3.05620 0.125
H -5.61368 6.31806 4.60238 0.129
C -7.04039 0.95160 2.13629 -0.145
C -6.15565 1.65707 3.17835 -0.138
C -5.65776 0.48529 4.04393 -0.197
O -5.80815 -0.69702 3.25072 -0.170
C -6.98231 -0.53657 2.45851 -0.192
H -6.77354 1.16118 1.10045 0.098
H -8.10263 1.19021 2.18930 0.108
H -6.61663 2.45252 3.76390 0.105
H -5.26975 2.14082 2.76693 0.088
H -6.22488 0.38329 4.96917 0.112
H -4.67178 0.69053 4.46085 0.096
H -7.73883 -0.87897 3.16457 0.121
H -6.84504 -1.11294 1.54360 0.116
C 2.74205 2.40320 4.44357 -0.180
C 2.05721 2.97177 5.62342 -0.174
C 1.82126 4.40131 5.23483 -0.189
O 1.89549 4.41997 3.81133 -0.127
C 2.71334 3.42090 3.34780 -0.226
H 2.16539 1.53299 4.13006 0.083
H 3.74270 2.04848 4.69055 0.121
H 2.62471 3.01303 6.55312 0.118
H 1.09562 2.50855 5.84455 0.108
H 2.60454 5.04212 5.63972 0.117
H 0.87949 4.78674 5.62552 0.119
H 3.70093 3.85531 3.19273 0.127
H 2.18338 2.96277 2.51272 0.122
C 0.18049 0.87007 -4.88550 -0.154
C 1.62672 1.10895 -4.73102 -0.186
C 2.02943 0.33853 -3.55317 -0.199
O 1.06776 -0.68823 -3.45281 -0.150
C -0.20540 -0.23189 -3.88522 -0.172
H -0.17240 0.59361 -5.87905 0.113
H -0.34160 1.79784 -4.65154 0.102
H 1.75439 2.17915 -4.56828 0.111
H 2.21503 0.84900 -5.61103 0.106
H 1.98203 0.98364 -2.67585 0.111
H 3.05893 -0.00822 -3.64250 0.108
H -0.81145 0.22136 -3.10077 0.093
H -0.83597 -0.97432 -4.37439 0.093
C 2.26062 -3.23491 -7.28971 -0.160
C 1.79746 -2.58291 -5.99938 -0.149
C 0.96721 -3.63803 -5.27473 -0.212
O 0.82689 -4.70594 -6.16326 -0.128
C 1.93465 -4.72806 -7.12051 -0.155
H 3.29827 -3.01403 -7.53993 0.105
H 1.70577 -2.88136 -8.15875 0.107
H 1.16758 -1.69484 -6.05113 0.102
H 2.71352 -2.37417 -5.44679 0.095
H 0.01332 -3.24781 -4.91989 0.109
H 1.48551 -3.99880 -4.38630 0.093
H 1.71619 -5.22993 -8.06311 0.114
H 2.78424 -5.30748 -6.75915 0.108
C 3.41443 -4.52057 -2.36702 -0.131
C 3.10474 -3.01085 -2.26679 -0.174
C 3.69855 -2.50597 -0.98671 -0.208
O 4.69733 -3.46095 -0.61580 -0.119
C 4.11288 -4.74179 -0.97290 -0.158
H 4.07819 -4.76176 -3.19729 0.105
H 2.47678 -5.05302 -2.52638 0.094
H 2.02628 -2.85406 -2.28785 0.086
H 3.58097 -2.53765 -3.12549 0.095
H 3.02603 -2.29369 -0.15559 0.090
H 4.18715 -1.54078 -1.12010 0.111
H 3.40614 -5.18908 -0.27394 0.094
H 4.84804 -5.51455 -1.19758 0.116
C -2.46318 -0.07963 7.48183 -0.152
C -1.40096 -0.87012 6.83950 -0.229
C -0.35411 -1.00597 7.87239 -0.213
O -0.45554 0.19369 8.64374 -0.147
C -1.64101 0.96149 8.31628 -0.152
H -3.02925 -0.66385 8.20733 0.120
H -3.13808 0.39329 6.76843 0.096
H -0.98782 -0.41808 5.93778 0.110
H -1.77401 -1.83573 6.49815 0.105
H 0.62255 -1.09191 7.39613 0.117
H -0.50598 -1.82383 8.57678 0.122
H -1.31122 1.86743 7.80772 0.101
H -2.11757 1.37413 9.20550 0.112
C 5.98043 -0.56189 -4.86654 -0.133
C 5.39411 0.34468 -5.94960 -0.189
C 5.56470 1.72615 -5.50677 -0.248
O 5.38404 1.53859 -4.14909 -0.186
C 5.88895 0.28494 -3.57593 -0.120
H 7.02687 -0.69823 -5.13946 0.107
H 5.50919 -1.54468 -4.87957 0.101
H 4.30824 0.28188 -6.02050 0.095
H 5.83026 0.18991 -6.93647 0.120
H 4.89324 2.47842 -5.92067 0.133
H 6.57433 2.11304 -5.64488 0.121
H 5.20267 -0.05886 -2.80202 0.097
H 6.89916 0.39168 -3.18073 0.117


186
Properties=species:S:1:pos:R:3:lowdin_charge:R:1 method="wB97M-V/def2-TZVPD" orbital_gap_ev=8.409 e_above_lowest_ev=4.028 total_energy_ha=-3021.20545 homo_energy_ha=-0.2909 lumo_energy_ev=0.49 multiplicity=1 smiles=CC1(C)CCCC(C)(C)N1O.CC1(C)CCCC(C)(C)N1O.CC1(C)CCCC(C)(C)N1O.CC1(C)CCCC(C)(C)N1O.CC1(C)CCCC(C)(C)N1O.CC1(C)CCCC(C)(C)N1O.CO
C 18.57212 -22.09871 -1.60373 -0.154
O 17.98313 -22.11926 -0.31450 -0.142
H 19.20115 -22.97742 -1.78497 0.083
H 17.86942 -22.03945 -2.44174 0.069
H 19.24107 -21.23262 -1.57798 0.073
H 17.84752 -23.05558 -0.11431 0.044
C 20.64295 -19.50462 4.33247 -0.027
C 20.34251 -18.17513 3.63105 -0.491
C 20.91847 -18.20713 2.19995 -0.126
C 20.24197 -19.25225 1.32016 -0.177
C 18.72349 -19.06995 1.33346 -0.119
C 18.03796 -18.74236 2.66861 -0.476
N 18.89588 -17.93509 3.50775 -0.107
O 18.30414 -17.57683 4.74742 -0.017
C 16.76041 -17.93109 2.30780 -0.035
C 17.51872 -19.97038 3.45688 -0.026
C 20.98785 -17.01440 4.38874 -0.031
H 21.64562 -19.67348 4.72625 0.071
H 20.40453 -20.40644 3.75768 0.068
H 19.93970 -19.68535 5.15292 0.066
H 20.84548 -17.22518 1.72486 0.120
H 22.00219 -18.34009 2.28442 0.107
H 20.43668 -20.30970 1.51539 0.091
H 20.54072 -19.15855 0.27220 0.109
H 18.25719 -19.89299 0.78544 0.106
H 18.46951 -18.26414 0.63340 0.111
H 16.12723 -17.56868 3.12977 0.083
H 16.99046 -17.03607 1.72978 0.067
H 16.00431 -18.59612 1.88034 0.075
H 18.26404 -20.75666 3.62436 0.069
H 17.36518 -19.73686 4.51428 0.080
H 16.60726 -20.41003 3.05699 0.060
H 22.05439 -17.17228 4.53952 0.087
H 20.52455 -16.72948 5.33007 0.064
H 20.81441 -16.15344 3.73385 0.086
H 17.96417 -16.70199 4.52971 0.106
C 21.23294 -17.74081 8.20664 -0.049
C 21.28718 -19.19280 8.74248 -0.480
C 22.39003 -19.89734 7.92658 -0.147
C 22.85300 -21.10445 8.70292 -0.186
C 23.21582 -20.71386 10.14453 -0.138
C 22.05785 -20.14682 10.98423 -0.494
N 21.52735 -19.02415 10.18945 -0.098
O 20.38712 -18.39777 10.78576 -0.009
C 21.05240 -21.28833 11.30256 -0.032
C 22.63220 -19.66582 12.33625 -0.018
C 19.90630 -19.75899 8.34083 -0.020
H 21.97501 -17.07205 8.65376 0.087
H 20.26693 -17.26547 8.38166 0.078
H 21.43760 -17.66445 7.13671 0.056
H 22.08454 -20.27764 6.94924 0.104
H 23.16215 -19.15455 7.70593 0.121
H 23.74014 -21.45851 8.17102 0.114
H 22.03692 -21.82930 8.74817 0.111
H 24.06504 -20.04109 10.02704 0.125
H 23.41174 -21.70160 10.57095 0.117
H 20.31398 -21.03142 12.06337 0.082
H 20.48901 -21.68428 10.45891 0.061
H 21.65266 -22.08133 11.75540 0.082
H 22.23190 -18.70895 12.66089 0.074
H 22.34497 -20.37705 13.11814 0.075
H 23.71468 -19.78727 12.39153 0.079
H 19.83421 -20.75967 8.77321 0.066
H 19.77681 -19.75548 7.26158 0.063
H 19.07974 -19.16352 8.72878 0.082
H 20.86439 -17.72613 11.28548 0.096
C 17.38387 -13.71904 -2.20006 -0.037
C 17.04739 -13.18528 -0.78957 -0.478
C 18.30446 -12.43495 -0.29241 -0.133
C 17.95162 -11.48468 0.84311 -0.168
C 16.85034 -10.48402 0.42552 -0.128
C 15.57677 -11.19551 -0.05867 -0.525
N 15.90401 -12.28397 -0.98519 -0.119
O 14.78850 -12.94305 -1.51407 -0.018
C 14.66116 -11.60525 1.08926 -0.036
C 14.82334 -10.13744 -0.88291 -0.054
C 16.74146 -14.41305 0.13407 -0.025
H 18.09045 -13.08690 -2.74059 0.075
H 16.51564 -13.95572 -2.80724 0.076
H 17.97217 -14.63827 -2.09151 0.085
H 19.00189 -13.20819 0.02682 0.115
H 18.72343 -11.89016 -1.13891 0.112
H 18.76032 -10.88895 1.26867 0.109
H 17.55238 -12.06067 1.68438 0.108
H 17.20431 -9.81711 -0.36079 0.116
H 16.58909 -9.92157 1.32183 0.119
H 14.33727 -10.83972 1.79686 0.085
H 13.79515 -12.05430 0.60118 0.079
H 15.17777 -12.29426 1.76739 0.070
H 13.84177 -10.41694 -1.28062 0.077
H 14.67121 -9.16932 -0.40625 0.087
H 15.41272 -9.98703 -1.79567 0.086
H 16.43468 -15.23602 -0.51154 0.068
H 15.98542 -14.24087 0.89958 0.068
H 17.63679 -14.74480 0.66408 0.071
H 14.57857 -12.45850 -2.32348 0.107
C 16.92679 -23.62186 2.42734 -0.038
C 15.55249 -23.99296 1.91547 -0.514
C 14.58094 -22.87053 2.28394 -0.118
C 13.23879 -22.89453 1.57735 -0.177
C 13.44666 -22.79018 0.06232 -0.137
C 14.47015 -23.83094 -0.42939 -0.483
N 15.62131 -24.08948 0.46109 -0.118
O 16.57374 -25.03717 0.05876 -0.012
C 13.72857 -25.18388 -0.53991 -0.037
C 14.95494 -23.40588 -1.81426 -0.033
C 15.08198 -25.27480 2.64128 -0.026
H 16.89527 -23.49664 3.51772 0.092
H 17.22468 -22.63990 2.06370 0.066
H 17.65937 -24.42179 2.32824 0.089
H 14.26368 -22.99495 3.32485 0.125
H 15.00492 -21.86926 2.19254 0.113
H 12.43121 -22.24469 1.90857 0.094
H 12.72860 -23.86949 1.58984 0.100
H 13.90455 -21.80461 -0.09603 0.117
H 12.50463 -22.80266 -0.48153 0.124
H 13.19676 -25.50326 0.35237 0.066
H 12.91965 -25.07947 -1.27754 0.084
H 14.36750 -25.95665 -0.96820 0.081
H 15.54884 -24.16801 -2.33390 0.084
H 14.10659 -23.38873 -2.50502 0.086
H 15.54758 -22.49401 -1.81056 0.074
H 14.04402 -25.52398 2.41575 0.070
H 15.08262 -25.10648 3.72058 0.087
H 15.67165 -26.18431 2.49642 0.080
H 16.39516 -25.83528 0.58346 0.092
C 27.84266 -20.82931 1.61381 -0.034
C 26.46202 -20.58847 2.29648 -0.518
C 25.74788 -19.41705 1.61514 -0.145
C 25.23725 -19.79405 0.19726 -0.163
C 24.28824 -20.98839 0.26262 -0.112
C 24.34250 -21.83224 1.57407 -0.492
N 25.71508 -21.81385 2.06822 -0.131
O 26.11947 -22.91962 2.83212 0.005
C 23.35589 -21.24763 2.59502 -0.035
C 23.90962 -23.26840 1.25576 -0.036
C 26.79020 -20.21674 3.73826 -0.039
H 28.38019 -19.90087 1.40531 0.082
H 27.67126 -21.33864 0.66350 0.082
H 28.50324 -21.49530 2.16819 0.077
H 25.03764 -18.83535 2.20241 0.106
H 26.49088 -18.64321 1.38826 0.114
H 26.07080 -19.86261 -0.50386 0.106
H 24.75968 -18.85417 -0.09759 0.105
H 24.31230 -21.65597 -0.60098 0.111
H 23.34418 -20.45302 0.10511 0.109
H 23.36302 -21.82190 3.52713 0.087
H 23.54924 -20.19575 2.80664 0.061
H 22.31029 -21.24669 2.27531 0.064
H 24.60968 -23.62078 0.49418 0.088
H 23.91073 -23.99426 2.06695 0.078
H 22.90075 -23.29856 0.84136 0.087
H 27.52668 -20.91068 4.14403 0.077
H 25.88780 -20.23511 4.36102 0.081
H 27.20098 -19.21210 3.83661 0.088
H 25.75033 -22.74729 3.71417 0.100
C 11.46994 -19.42055 1.83136 -0.042
C 10.61153 -18.59407 0.86674 -0.491
C 10.19023 -17.22792 1.48379 -0.115
C 11.12116 -16.04153 1.30303 -0.178
C 11.60432 -15.98615 -0.14847 -0.145
C 12.27992 -17.27440 -0.64033 -0.505
N 11.41773 -18.41056 -0.36314 -0.121
O 11.83615 -19.59343 -0.98840 -0.011
C 12.33019 -17.06777 -2.17461 -0.046
C 13.71684 -17.39514 -0.13934 -0.020
C 9.39663 -19.41699 0.52514 -0.047
H 10.91760 -19.81109 2.69365 0.086
H 12.36677 -18.92843 2.21065 0.077
H 11.78831 -20.34798 1.35157 0.053
H 9.13584 -17.04685 1.27711 0.112
H 10.27116 -17.39882 2.56435 0.113
H 11.97961 -16.16180 1.97191 0.111
H 10.72295 -15.05402 1.53984 0.113
H 12.33960 -15.17702 -0.08748 0.114
H 10.77039 -15.66551 -0.77336 0.123
H 13.00938 -17.78896 -2.64089 0.075
H 11.36697 -17.20268 -2.67189 0.085
H 12.73272 -16.09286 -2.45336 0.083
H 14.36767 -18.07696 -0.68483 0.086
H 14.22578 -16.45854 0.09583 0.073
H 13.67484 -17.84888 0.86077 0.061
H 8.86081 -19.79125 1.40396 0.088
H 9.57343 -20.37157 0.02550 0.082
H 8.71631 -18.78956 -0.05550 0.086
H 11.40719 -19.56019 -1.85243 0.104